{"formula": "C85H173F18N8O19S4", "method": "ωB97M-V/def2-TZVPD", "symbols": ["C", "C", "C", "N", "C", "C", "C", "C", "C", "C", "H", "H", "H", "H", "H", "H", "H", "H", "H", "H", "H", "H", "H", "H", "H", "H", "H", "H", "H", "H", "C", "C", "C", "N", "C", "C", "C", "C", "C", "C", "H", "H", "H", "H", "H", "H", "H", "H", "H", "H", "H", "H", "H", "H", "H", "H", "H", "H", "H", "H", "C", "C", "C", "N", "C", "C", "C", "C", "C", "C", "H", "H", "H", "H", "H", "H", "H", "H", "H", "H", "H", "H", "H", "H", "H", "H", "H", "H", "H", "H", "C", "C", "C", "N", "C", "C", "C", "C", "C", "C", "H", "H", "H", "H", "H", "H", "H", "H", "H", "H", "H", "H", "H", "H", "H", "H", "H", "H", "H", "H", "C", "C", "C", "N", "C", "C", "C", "C", "C", "C", "H", "H", "H", "H", "H", "H", "H", "H", "H", "H", "H", "H", "H", "H", "H", "H", "H", "H", "H", "H", "C", "C", "C", "N", "C", "C", "C", "C", "C", "C", "H", "H", "H", "H", "H", "H", "H", "H", "H", "H", "H", "H", "H", "H", "H", "H", "H", "H", "H", "H", "C", "C", "C", "N", "C", "C", "C", "C", "C", "C", "H", "H", "H", "H", "H", "H", "H", "H", "H", "H", "H", "H", "H", "H", "H", "H", "H", "H", "H", "H", "C", "C", "C", "N", "C", "C", "C", "C", "C", "C", "H", "H", "H", "H", "H", "H", "H", "H", "H", "H", "H", "H", "H", "H", "H", "H", "H", "H", "H", "H", "O", "C", "O", "O", "H", "C", "O", "O", "C", "F", "F", "F", "C", "C", "H", "H", "H", "H", "H", "H", "C", "O", "O", "C", "F", "F", "F", "C", "C", "H", "H", "H", "H", "H", "H", "C", "F", "F", "F", "S", "O", "O", "O", "C", "F", "F", "F", "S", "O", "O", "O", "C", "F", "F", "F", "S", "O", "O", "O", "C", "F", "F", "F", "S", "O", "O", "O"], "xyz": [[19.5095, 11.7128, 17.9706], [19.7012, 13.2142, 18.2653], [20.8357, 13.7154, 17.4356], [21.1925, 15.2258, 17.5499], [21.8590, 15.4644, 18.8752], [23.2352, 14.8066, 19.0418], [24.1288, 15.3172, 17.9170], [23.5503, 14.8669, 16.5409], [22.2142, 15.5775, 16.4315], [20.0048, 16.1061, 17.5191], [20.4752, 11.1719, 18.1171], [19.2731, 11.4932, 16.9378], [18.7444, 11.3033, 18.5758], [19.8623, 13.2785, 19.3644], [18.7757, 13.7997, 18.0087], [20.4925, 13.6461, 16.3312], [21.8658, 13.2531, 17.5475], [21.1596, 15.0614, 19.5778], [21.8800, 16.5737, 19.0043], [23.1310, 13.7222, 18.9749], [23.6438, 15.0853, 20.0189], [25.1151, 14.9633, 18.0491], [24.2121, 16.4038, 17.9191], [23.5325, 13.7857, 16.4594], [24.1152, 15.3391, 15.7590], [21.7004, 15.3537, 15.4994], [22.4039, 16.6726, 16.5049], [20.3789, 17.0929, 17.2986], [19.5300, 16.2165, 18.5167], [19.2145, 15.7612, 16.8336], [23.8757, 22.8324, 20.3573], [24.4122, 22.4420, 21.7497], [23.7082, 23.3192, 22.7553], [24.0386, 22.9868, 24.2493], [25.5268, 23.0833, 24.3724], [25.9236, 22.8219, 25.8127], [25.3749, 23.8795, 26.6978], [23.8242, 23.8391, 26.5931], [23.3413, 23.9651, 25.1263], [23.5854, 21.6044, 24.4873], [22.8324, 23.1428, 20.3460], [24.0743, 21.9564, 19.6919], [24.4683, 23.6674, 19.9119], [25.5386, 22.5602, 21.7898], [24.2710, 21.3684, 21.8587], [22.6027, 23.2463, 22.7702], [23.8642, 24.4018, 22.5472], [25.7547, 24.0729, 23.9720], [25.9861, 22.3250, 23.7646], [26.9830, 22.7853, 25.8857], [25.6823, 21.8203, 26.1377], [25.7724, 24.8227, 26.2491], [25.6417, 23.6987, 27.7518], [23.4052, 24.6828, 27.1516], [23.4096, 22.9592, 27.0623], [23.6445, 24.9755, 24.9438], [22.2794, 23.7561, 24.9550], [24.1631, 20.8796, 23.8843], [22.5483, 21.5628, 24.2391], [23.7812, 21.4291, 25.5433], [27.6977, 27.0190, 10.6136], [26.5459, 26.7894, 11.6514], [27.0959, 26.5336, 12.9999], [26.1919, 26.0289, 14.0795], [25.9567, 24.5243, 13.9961], [24.9800, 24.0058, 15.1052], [25.5775, 24.3329, 16.4959], [26.0551, 25.7940, 16.5295], [26.8964, 26.2679, 15.3637], [24.9542, 26.8428, 14.0667], [28.2211, 27.9656, 10.8251], [27.1867, 27.1260, 9.6423], [28.3536, 26.1474, 10.6062], [25.9288, 25.9479, 11.2467], [25.9513, 27.6837, 11.5881], [27.6205, 27.4718, 13.4025], [27.9515, 25.8149, 12.9797], [26.9179, 23.9964, 13.9566], [25.4529, 24.3320, 13.0184], [25.0088, 22.9110, 15.0085], [23.8967, 24.3610, 15.0645], [26.4294, 23.7193, 16.7694], [24.8613, 24.1583, 17.3428], [26.7477, 25.8642, 17.3542], [25.2003, 26.4680, 16.6717], [27.8297, 25.6911, 15.3783], [27.0832, 27.3458, 15.5377], [25.2973, 27.8835, 13.9911], [24.3244, 26.6736, 14.9298], [24.4609, 26.6818, 13.1301], [16.5861, 15.3270, 14.9713], [16.2586, 16.3067, 16.0847], [14.8679, 15.9800, 16.7009], [13.6167, 16.8366, 16.2482], [13.8265, 18.3237, 16.5203], [12.7018, 19.2483, 16.0645], [12.4253, 19.0107, 14.5334], [12.1541, 17.5114, 14.2520], [13.2091, 16.5462, 14.7811], [12.4446, 16.3389, 17.1381], [16.5162, 14.3030, 15.3917], [17.6409, 15.3897, 14.7535], [15.9454, 15.4898, 14.1291], [16.3116, 17.3748, 15.7538], [17.0304, 16.2891, 16.8652], [14.8152, 16.0121, 17.8150], [14.6060, 14.9245, 16.4483], [14.7891, 18.5628, 16.0935], [13.8796, 18.3484, 17.5923], [13.0906, 20.2196, 16.2969], [11.7434, 19.0576, 16.5768], [13.2929, 19.3687, 13.9710], [11.5605, 19.6370, 14.2503], [12.1122, 17.3393, 13.1981], [11.1285, 17.2476, 14.6142], [14.1844, 16.6425, 14.2934], [12.9042, 15.4904, 14.6942], [12.6929, 16.4636, 18.1759], [12.3226, 15.2696, 17.0251], [11.5371, 16.8824, 16.9044], [21.1083, 24.1625, 14.0897], [20.3511, 22.9426, 13.4270], [21.2415, 21.7123, 13.6710], [20.6480, 20.3337, 13.2704], [21.7535, 19.3955, 13.5010], [21.3923, 17.9321, 13.2374], [20.2470, 17.5508, 14.1232], [19.0527, 18.5023, 13.9384], [19.5018, 19.9600, 14.1101], [20.2530, 20.2748, 11.8166], [20.4003, 25.0073, 14.2051], [21.8947, 24.4957, 13.4382], [21.4657, 23.9637, 15.1170], [20.2553, 23.1235, 12.4066], [19.4133, 22.7872, 13.9717], [21.4374, 21.6067, 14.7282], [22.1198, 21.8538, 13.0879], [21.9859, 19.3913, 14.5668], [22.6248, 19.6306, 12.8352], [22.2146, 17.3180, 13.4868], [21.2113, 17.6447, 12.1713], [20.6184, 17.8376, 15.1052], [19.9204, 16.5366, 14.0400], [18.2948, 18.4196, 14.7565], [18.5142, 18.2049, 13.0128], [19.8579, 19.9920, 15.1474], [18.6276, 20.5691, 14.0909], [21.1004, 20.5897, 11.2154], [19.3193, 20.8302, 11.5794], [20.0568, 19.2477, 11.5692], [22.5330, 17.6440, 21.8281], [22.2573, 19.0737, 22.3177], [20.8415, 19.5246, 22.3490], [19.8889, 19.2190, 23.5302], [18.5499, 20.0547, 23.3162], [17.7977, 19.5235, 22.0320], [17.5822, 18.0345, 22.1758], [18.8251, 17.1725, 22.4034], [19.6113, 17.7372, 23.5967], [20.4989, 19.5726, 24.8750], [23.3065, 17.1750, 22.3937], [22.9078, 17.6766, 20.7875], [21.6103, 17.0624, 21.9194], [22.6791, 19.7577, 21.5651], [22.8242, 19.2340, 23.2169], [20.3432, 19.1807, 21.4668], [20.7312, 20.5865, 22.3465], [18.9699, 21.1039, 23.1161], [17.9878, 19.9983, 24.2470], [18.4553, 19.7261, 21.1572], [16.9153, 20.0973, 21.7780], [17.0780, 17.6606, 21.2742], [16.9015, 17.9538, 23.0086], [19.4968, 17.0577, 21.5607], [18.4822, 16.1560, 22.6947], [20.5443, 17.2559, 23.8804], [19.0208, 17.5836, 24.5221], [20.0338, 19.0532, 25.7055], [20.3748, 20.6406, 25.0301], [21.5533, 19.3417, 24.7691], [24.8169, 20.9641, 17.0849], [26.2055, 20.6194, 17.7295], [26.2248, 19.1159, 17.9170], [27.5431, 18.5961, 18.2042], [28.5267, 18.6843, 16.9787], [29.8998, 18.1956, 17.3118], [30.4145, 18.9659, 18.5238], [29.4823, 18.8041, 19.7155], [28.0977, 19.2664, 19.3600], [27.3012, 17.1249, 18.5669], [24.4693, 22.0035, 17.1999], [23.9996, 20.3586, 17.5291], [24.7551, 20.6433, 15.9842], [26.1615, 21.0754, 18.7367], [26.9743, 21.0502, 17.0735], [25.9364, 18.6079, 17.0181], [25.5538, 18.6822, 18.6927], [28.5284, 19.7097, 16.6591], [28.1158, 18.0513, 16.2078], [30.5293, 18.1900, 16.4388], [29.8142, 17.1409, 17.5579], [30.4817, 19.9777, 18.1910], [31.4528, 18.6831, 18.7379], [29.8110, 19.4741, 20.5291], [29.4241, 17.8086, 20.1573], [28.1056, 20.3497, 19.2110], [27.3957, 19.0941, 20.1782], [26.6963, 16.7237, 17.7445], [26.8286, 17.0889, 19.5393], [28.2299, 16.6195, 18.6015], [16.2831, 22.4802, 20.9992], [16.0551, 23.8605, 20.3649], [16.7557, 23.9108, 19.0647], [16.4312, 25.0257, 18.1525], [16.3865, 26.3243, 18.9205], [16.2219, 27.5753, 18.0637], [17.2833, 27.6243, 16.9018], [17.3858, 26.3456, 16.1484], [17.4632, 25.0883, 17.1258], [15.1710, 24.7126, 17.4558], [15.7702, 21.7729, 20.3436], [15.7830, 22.4732, 21.9702], [17.3182, 22.2837, 20.9432], [16.5755, 24.5304, 21.0664], [15.0059, 24.1020, 20.2699], [16.5681, 23.0245, 18.4653], [17.8492, 24.0565, 19.2621], [17.3474, 26.3472, 19.4678], [15.5635, 26.1926, 19.6047], [16.2057, 28.4540, 18.7483], [15.1545, 27.6051, 17.6483], [18.2791, 27.8697, 17.3867], [16.9491, 28.3866, 16.1686], [18.3128, 26.3582, 15.5849], [16.6046, 26.1737, 15.4377], [18.3813, 25.1279, 17.6560], [17.4631, 24.1694, 16.5044], [14.8364, 25.5144, 16.8519], [14.4554, 24.6111, 18.2775], [15.2259, 23.7745, 16.8297], [25.3052, 17.4925, 13.3126], [24.7631, 18.1295, 14.4027], [24.2678, 17.5058, 15.3239], [24.7267, 19.3749, 14.2320], [25.4108, 16.5520, 13.4983], [19.8648, 23.4853, 23.5548], [18.4437, 23.3155, 23.8861], [20.6263, 22.4888, 23.7247], [19.8104, 24.0288, 22.1155], [21.0253, 24.4293, 21.7140], [19.2721, 23.1056, 21.1620], [19.0276, 25.1124, 21.9599], [18.1033, 23.3612, 25.2967], [16.5967, 23.3074, 25.4705], [16.2454, 23.7844, 26.3888], [16.1555, 23.9161, 24.7034], [16.2247, 22.2813, 25.2796], [18.5274, 24.2620, 25.6754], [18.5060, 22.4712, 25.8152], [20.2581, 24.4145, 24.0921], [19.9655, 13.0223, 14.0217], [21.0583, 12.2208, 14.6765], [19.5240, 13.9697, 14.7985], [20.5684, 13.6004, 12.8249], [21.5544, 14.4975, 13.2004], [21.2329, 12.6824, 12.0241], [19.7320, 14.1993, 11.9617], [21.3148, 11.0066, 14.0189], [21.8464, 9.9149, 14.9388], [22.6124, 10.3810, 15.5320], [21.0788, 9.5769, 15.6723], [22.1081, 8.9905, 14.4119], [22.1022, 11.0416, 13.3135], [20.4211, 10.5983, 13.5050], [19.2710, 12.2054, 13.6277], [26.4251, 18.0125, 24.3553], [27.0865, 16.8356, 24.3801], [25.1233, 17.8812, 24.5669], [26.8713, 18.8167, 25.3346], [26.8344, 18.8532, 22.8183], [25.6916, 19.7403, 22.6297], [28.0642, 19.5856, 23.0634], [26.9191, 17.8541, 21.7776], [21.0880, 21.3947, 18.8760], [21.4314, 21.6056, 20.1433], [19.8259, 21.7831, 18.7185], [21.8894, 22.0832, 18.0327], [21.2327, 19.6417, 18.5111], [22.6222, 19.2732, 19.0086], [20.2057, 18.9508, 19.2624], [21.1939, 19.5272, 17.0266], [21.5758, 26.4637, 18.4819], [20.4606, 26.9877, 19.0733], [22.6723, 26.8243, 19.1666], [21.4442, 25.1124, 18.4164], [21.6621, 26.9571, 16.7385], [22.9130, 26.3736, 16.2638], [20.4434, 26.4399, 16.1621], [21.6326, 28.4520, 16.7202], [17.1182, 19.9814, 17.6792], [17.2279, 20.7916, 18.7702], [18.3115, 19.6785, 17.2082], [16.5285, 18.8458, 18.1010], [16.4239, 20.8149, 16.2958], [16.3601, 19.7738, 15.2911], [15.1147, 21.3097, 16.7403], [17.3504, 21.9134, 15.9965]], "atomic_forces_ev_per_a": [[1.513, 0.270, -0.672], [-0.595, -0.205, 0.805], [1.311, 1.027, -2.547], [0.770, -1.142, 0.446], [0.103, 0.740, 0.183], [-0.386, 0.950, -0.615], [-0.584, -0.437, -0.734], [-0.214, 1.106, 1.721], [-1.077, 0.261, -0.098], [-0.775, 0.228, 0.273], [-0.704, 0.327, 0.289], [-0.203, 0.349, -0.376], [-0.664, -0.525, 0.772], [-0.042, 0.271, -0.517], [0.741, -0.616, 0.240], [0.633, -0.095, 1.559], [-1.790, -0.053, 0.038], [-0.386, -0.100, 0.710], [0.303, -0.766, -0.023], [0.171, 0.022, 0.255], [-0.208, -0.120, -0.051], [1.233, -0.657, 0.120], [-0.264, 0.181, 0.047], [-0.139, -0.105, -0.235], [0.420, -0.121, -0.439], [-0.111, -0.005, -0.044], [-0.224, -0.681, -0.006], [-0.180, 0.392, -0.425], [0.511, -0.456, -0.360], [0.805, 0.032, -0.183], [1.616, 0.040, -0.884], [0.717, 0.336, -0.614], [-1.129, 0.349, 1.082], [0.922, 0.693, -2.641], [-0.254, -0.424, 0.838], [0.518, -0.142, -0.404], [-1.175, 0.309, 0.085], [-0.064, 0.446, -0.111], [0.259, -0.799, 1.529], [0.760, -0.503, 0.513], [0.282, -0.202, 0.063], [-0.618, 0.720, 0.301], [-0.372, -0.369, 0.424], [-1.269, 0.054, -0.138], [-0.276, 0.162, 0.417], [0.575, -0.519, -0.403], [0.482, -0.602, 0.491], [0.408, 0.024, 0.362], [-0.053, -0.273, -0.492], [1.174, 0.285, -0.189], [-0.532, -0.356, -0.082], [-0.364, -0.229, 1.028], [0.177, 0.543, -0.442], [-0.060, -0.052, -0.171], [0.106, -0.447, 0.220], [-0.046, 0.528, -1.316], [0.073, 0.372, 0.232], [-0.072, 0.584, 0.281], [-0.802, -0.005, 0.001], [-0.374, -0.408, -0.097], [-1.151, 0.111, 0.368], [0.095, -0.655, -2.031], [2.541, 0.332, 1.130], [0.634, 0.034, 0.056], [-2.231, -0.093, -0.915], [0.483, -0.182, 0.705], [-0.603, 0.711, 0.220], [-0.436, -0.109, 0.562], [-0.124, -0.258, 1.254], [0.319, 0.767, -0.418], [0.060, -0.541, -0.054], [0.533, -0.086, 0.240], [0.190, 0.276, -0.163], [0.393, 0.509, 0.560], [-0.510, 0.287, 0.345], [-1.079, -1.057, -0.476], [-0.712, 0.234, -0.244], [-0.152, 0.367, 0.399], [0.495, 0.296, 0.537], [-0.378, 0.233, -0.214], [1.600, -0.228, -0.361], [0.256, -0.479, -0.435], [0.353, 0.313, -0.977], [-0.076, 0.400, 0.669], [0.334, -0.181, 0.240], [-0.023, 0.309, -0.443], [0.046, -0.553, -0.612], [-0.169, -0.144, 0.481], [-0.144, -0.036, -0.117], [-0.590, -0.479, -0.321], [0.634, -0.424, 1.537], [-0.789, 1.092, 0.165], [-0.683, -0.126, 0.295], [-1.429, -1.492, 0.724], [-0.528, -0.902, 0.158], [-0.289, -1.680, -1.500], [0.188, 0.328, 0.974], [-0.660, 0.424, 0.852], [1.184, 0.424, 0.875], [0.995, 0.230, -0.632], [-0.309, 0.351, -0.530], [0.313, 0.119, -0.685], [-0.137, -0.234, -0.671], [-0.184, -0.811, 0.016], [-0.375, -0.293, 0.060], [0.279, 0.371, -0.798], [0.014, 0.801, -0.010], [-0.027, 0.339, -0.218], [0.407, 0.214, 0.600], [-0.127, 0.717, -0.076], [0.513, 0.163, 0.215], [-0.045, -0.123, -0.045], [0.349, -0.452, -0.090], [-0.024, -0.067, -0.826], [0.820, 0.074, -0.030], [-0.389, 0.178, -0.454], [0.083, 0.438, 0.281], [0.259, 0.503, 0.405], [-0.074, -0.150, -0.522], [0.029, -0.047, -0.138], [-1.723, -0.253, 0.105], [1.234, -0.365, 3.239], [-1.940, -0.003, -0.362], [-0.217, 1.716, -1.360], [1.456, -2.118, -0.833], [-1.004, -0.058, -1.563], [-0.812, 1.531, 0.642], [-0.436, -0.527, 0.103], [-0.253, -1.667, 1.387], [-0.338, 0.405, 0.079], [0.459, -0.433, -0.134], [0.646, 0.119, -0.143], [-0.031, -0.099, -0.587], [-0.628, 0.292, -1.747], [-0.115, 0.197, -0.470], [0.331, -0.055, 0.236], [1.001, -0.338, -0.240], [0.454, 0.673, -0.106], [-0.702, 0.353, 1.014], [1.253, -0.394, 0.469], [-0.007, 0.580, 0.550], [-0.040, -0.791, 0.591], [0.107, -0.803, 0.168], [0.613, -0.306, -0.614], [0.217, 0.757, 0.230], [0.121, 0.238, -0.140], [-0.226, 1.100, -0.685], [-0.020, 0.281, -0.029], [0.837, -0.005, 0.511], [-0.052, -0.364, 0.024], [-0.483, 0.407, -0.731], [0.897, -0.244, -0.528], [-1.385, 0.602, 0.806], [-0.816, -0.818, 0.436], [1.629, 0.661, -1.955], [2.439, 0.343, 0.252], [-0.490, -0.096, -1.120], [0.234, 0.012, 1.292], [-0.900, -0.084, 1.048], [0.011, 0.766, -1.051], [0.480, -0.370, 0.629], [-0.588, -0.097, 0.415], [0.333, -0.269, -0.348], [0.084, -0.139, 0.264], [0.088, 0.323, 0.512], [-0.291, -0.384, -0.411], [0.537, 0.925, -0.178], [-0.908, -1.398, 0.740], [0.009, -0.082, -0.030], [-0.264, -0.107, 0.480], [-0.372, -0.054, 0.589], [-0.085, 0.025, 0.242], [-0.336, -0.634, 0.431], [-0.221, 0.217, -0.488], [0.332, 0.522, -0.193], [0.279, -0.137, -0.660], [-0.125, 0.249, -0.495], [-0.129, -0.376, -0.231], [0.140, 0.205, -0.219], [0.053, -0.125, 0.426], [-0.752, -0.949, -1.223], [-2.652, 0.741, 0.313], [-0.761, 0.230, -0.715], [1.702, -2.100, -0.732], [-1.174, -0.526, 0.598], [-0.314, -0.609, 1.232], [0.897, -1.153, -0.405], [0.318, 0.765, 0.584], [0.213, 1.102, 1.446], [-0.205, 0.927, -1.062], [0.571, -0.278, 0.000], [0.633, 0.227, 0.079], [0.381, 0.528, 1.376], [0.581, 0.123, -0.525], [0.117, -0.365, 0.521], [-0.524, -0.083, -0.821], [0.218, 1.037, -0.261], [-0.113, 0.444, -0.087], [-0.562, 0.021, -0.286], [0.299, 0.518, -0.366], [0.153, -0.275, 0.112], [-0.103, 1.148, 0.156], [-0.279, -0.132, 0.202], [-0.094, -0.383, -0.186], [0.354, -0.125, -0.227], [0.063, -0.193, -0.410], [0.198, -0.032, -0.089], [0.016, -0.014, 0.417], [-0.242, 0.028, 0.082], [0.811, -0.509, 0.122], [-2.296, 0.550, -1.194], [0.596, 0.077, 1.504], [1.843, -0.218, -0.388], [-0.639, 0.648, -1.019], [0.438, 0.069, -0.134], [-1.286, -0.059, -0.908], [-0.428, 1.455, 1.411], [0.423, -2.049, 1.359], [1.134, 0.857, -2.659], [-1.139, -1.213, 0.765], [0.003, -0.309, 0.241], [0.657, -0.224, 0.115], [0.999, -0.440, 0.680], [-0.614, 0.365, -0.258], [-0.372, 0.049, 0.231], [0.289, -0.200, 0.040], [-0.789, -0.640, -0.194], [-0.440, 0.027, -0.109], [-0.109, 0.222, 0.407], [0.537, -0.542, -0.517], [1.345, -0.223, 0.296], [-1.000, -0.061, -0.878], [0.617, 0.035, 0.682], [0.140, -0.215, 0.032], [-0.787, 0.113, -0.373], [1.116, 0.129, 0.313], [-0.184, 0.338, 0.689], [-0.029, 0.889, -0.602], [-0.318, -0.327, -0.449], [0.245, 0.901, 0.977], [0.677, -0.833, -0.287], [-0.540, 2.967, -1.566], [-0.085, -1.784, 1.537], [0.383, -0.114, 0.120], [-0.253, -0.008, 0.129], [-0.910, 2.273, 0.509], [-0.249, -0.070, 0.499], [1.203, -2.124, 0.185], [-1.436, -0.419, -1.539], [-0.045, -0.585, -0.300], [1.427, 1.130, 1.414], [-0.146, 0.042, 0.227], [0.233, -1.218, -1.056], [-0.014, -0.040, -0.769], [0.192, -0.654, 0.235], [-0.243, 0.377, -0.615], [0.048, 0.533, 0.572], [0.357, 0.729, 0.671], [0.359, 0.450, -0.112], [-0.691, -0.114, 0.052], [-0.784, -1.388, 1.209], [-0.429, -0.132, -0.413], [-0.529, -0.145, 0.215], [3.066, 0.679, -2.399], [-0.908, -0.295, -0.685], [-0.478, 0.614, 0.425], [-0.148, 0.345, 0.643], [-0.459, -1.820, 0.415], [-1.849, -0.046, 1.352], [0.880, -0.326, 0.163], [0.257, 0.332, -0.303], [0.478, 0.511, -0.096], [0.614, 0.824, -1.206], [0.209, 0.442, 0.088], [-0.019, 0.647, 0.525], [1.228, 0.283, 0.299], [-0.864, 0.420, 0.605], [-0.252, -0.821, -0.168], [0.104, -0.462, 0.493], [0.093, 2.146, -1.855], [-0.287, -0.013, 0.370], [-0.257, -0.703, 0.207], [0.003, -0.867, 0.188], [-0.024, 0.164, -0.469], [-0.157, 0.104, -0.027], [-0.026, 0.424, -0.209], [-0.557, -0.026, 0.756], [4.471, -3.309, -1.662], [-2.807, 1.210, -0.612], [-0.602, 0.449, -0.043], [-0.756, 0.530, 2.118], [-0.623, -0.146, -0.408], [1.164, -0.633, -0.180], [-0.816, -0.526, -0.028], [0.235, 0.549, 1.106], [-0.365, 4.572, -1.502], [-0.333, -0.350, 0.387], [0.004, -0.980, 0.225], [0.653, -2.645, 0.584], [1.081, -0.003, 1.524], [0.016, -0.729, -0.815], [1.001, -0.636, 0.635], [-0.204, 0.346, -0.268], [-2.074, 2.941, -1.753], [0.093, -0.218, -0.004], [0.570, -0.535, 0.094], [-0.453, -1.186, 0.477]], "homo_lumo_gap_ev": 7.43, "charge": 1, "energy_ev": -234022.0508, "e_homo_ha": -0.3244}